# 1
DFT (ωB97M-V with the def2-TZVPD basis set) results for one molecule with the formula C23H22FN5O2S at a distorted geometry.

Geometry as ORCA input:
```
! wB97M-V def2-TZVPD RIJCOSX def2/J DEFGRID3
* xyz 0 1
O -4.42513 1.93241 -2.69307
C -3.86355 2.14930 -1.64250
C -3.02320 3.40242 -1.41362
S -1.30718 3.06449 -1.92740
C -0.80210 2.00586 -0.64747
N -1.41623 1.80851 0.49064
N -0.70063 0.90883 1.18795
C 0.33908 0.57557 0.47971
C 1.38511 -0.39045 0.91358
N 0.98937 -1.02585 2.14807
C 0.77161 -2.38492 2.24056
C 1.55472 -3.30885 1.54311
C 1.34935 -4.66721 1.69548
C 0.36630 -5.10824 2.56030
F 0.16273 -6.43919 2.70736
C -0.41092 -4.21998 3.28252
C -0.20608 -2.86619 3.11766
N 0.32785 1.24213 -0.71536
C 1.30283 1.19685 -1.77661
C 2.52822 1.99495 -1.40545
C 2.43139 3.37403 -1.26494
C 3.53642 4.11497 -0.88773
C 4.74721 3.48518 -0.65081
C 4.84993 2.11242 -0.79332
C 3.74296 1.36873 -1.16539
N -3.91487 1.34106 -0.56347
C -4.33901 -0.04075 -0.68561
C -3.14899 -0.94569 -0.67226
C -2.74126 -1.90957 0.20177
C -1.51008 -2.40411 -0.29481
C -1.25503 -1.69253 -1.42399
O -2.23724 -0.80651 -1.66073
H -3.35700 4.20356 -2.07129
H -3.00533 3.72192 -0.37385
H 1.53114 -1.13846 0.12690
H 2.33460 0.15084 1.05109
H 0.30373 -0.46926 2.64359
H 2.34156 -2.97060 0.88673
H 1.94864 -5.38305 1.15517
H -1.16783 -4.59320 3.95392
H -0.81027 -2.15930 3.66631
H 1.56748 0.15176 -1.96303
H 0.82936 1.61356 -2.67101
H 1.48709 3.86293 -1.45685
H 3.45296 5.18592 -0.78142
H 5.60988 4.06413 -0.35775
H 5.79216 1.61722 -0.61258
H 3.82836 0.29715 -1.27893
H -3.27895 1.54154 0.20788
H -4.87584 -0.12265 -1.63624
H -5.00321 -0.30113 0.14125
H -3.25199 -2.23431 1.08410
H -0.90829 -3.17753 0.13573
H -0.45182 -1.72866 -2.13388
*
```

As for the SMILES: O=C(CSc1nnc(CNc2ccc(F)cc2)n1Cc1ccccc1)NCc1ccco1.

***

# 2
DFT (ωB97M-V with the def2-TZVPD basis set) results for a 2-piece molecular cluster, C21H34ClN3O4 overall at a distorted geometry.

Geometry as ORCA input:
```
! wB97M-V def2-TZVPD RIJCOSX def2/J DEFGRID3
* xyz 0 1
C -3.59023 -2.37335 1.57836
N -3.30236 -1.07946 0.96454
C -2.25175 -0.31354 1.28252
O -1.43486 -0.66375 2.13018
C -2.11457 1.05201 0.56639
C -1.19784 2.04888 1.31113
C 0.29361 1.81047 1.00762
C 0.70435 2.56819 -0.25814
C 1.17244 2.28396 2.16500
N -3.39622 1.70168 0.24047
C -4.37895 1.96976 1.10294
C -5.60002 2.64839 0.52913
O -4.33914 1.69544 2.29275
H -3.59873 -2.26641 2.66524
H -4.56131 -2.74157 1.24679
H -2.81454 -3.08985 1.30303
H -3.94442 -0.71789 0.28054
H -1.64433 0.82036 -0.38965
H -1.45441 3.07492 1.04435
H -1.38006 1.94388 2.38211
H 0.47876 0.75004 0.84902
H 0.54418 3.63823 -0.12915
H 1.75614 2.38896 -0.46577
H 0.11996 2.21299 -1.10646
H 0.91269 1.72337 3.06376
H 1.01501 3.34700 2.34614
H 2.22041 2.10119 1.93159
H -3.53244 1.99212 -0.71352
H -6.29992 2.85278 1.33867
H -6.06806 1.99000 -0.19955
H -5.30712 3.58393 0.05641
C 4.14196 0.71687 -0.81624
O 2.95494 -0.02458 -1.13440
C 2.41041 0.07519 -2.39774
C 3.01010 0.83126 -3.42821
C 2.42856 0.91991 -4.69492
C 1.23273 0.26113 -4.96253
Cl 0.50622 0.36346 -6.54603
C 0.62204 -0.48247 -3.95397
C 1.19335 -0.59420 -2.67028
C 0.48574 -1.41127 -1.66420
O -0.72934 -1.55956 -1.75448
N 1.16246 -2.07724 -0.66159
C 0.51289 -2.84603 0.39512
C 1.37465 -2.93475 1.66894
C 2.57438 -3.86255 1.45589
C 1.86898 -1.56433 2.15716
H 4.98930 0.36563 -1.41378
H 3.99799 1.78765 -0.99054
H 4.38838 0.57591 0.24028
H 3.94094 1.36445 -3.27484
H 2.90532 1.50072 -5.47932
H -0.31291 -0.99075 -4.17847
H 2.13312 -1.80326 -0.53280
H 0.29247 -3.85425 0.02888
H -0.44168 -2.38392 0.65545
H 0.74890 -3.36705 2.45690
H 3.24379 -3.46031 0.68873
H 2.23712 -4.85446 1.13792
H 3.13993 -3.97370 2.38665
H 2.50723 -1.08170 1.41214
H 2.44765 -1.68152 3.07886
H 1.02611 -0.90703 2.37503
*
```

As for the SMILES: CNC(=O)[C@H](CC(C)C)NC(C)=O.COc1ccc(Cl)cc1C(=O)NCC(C)C.

***

# 3
DFT (ωB97M-V with the def2-TZVPD basis set) results for C26H31BHfI2N7O3Se as an isolated structure at a distorted geometry.

Geometry as ORCA input:
```
! wB97M-V def2-TZVPD RIJCOSX def2/J DEFGRID3
* xyz 1 1
Hf 0.08090 -0.02872 -0.52752
I -5.21718 -2.71847 -5.12658
C -4.04491 -1.95776 -3.58805
C -3.96614 -0.58574 -3.39851
C -3.18591 -0.09960 -2.35819
I -2.77273 1.93574 -2.16191
C -2.51788 -0.96043 -1.48926
O -1.81437 -0.49805 -0.42464
C -2.48533 -2.31760 -1.79077
C -1.36352 -3.10000 -1.15482
N -0.08399 -2.39435 -1.47707
C 0.20480 -2.40247 -2.92044
C 0.73657 -1.09407 -3.43876
C 1.55619 -1.07055 -4.54874
C 2.05192 0.13444 -5.01155
C 1.69299 1.31026 -4.36879
C 0.84605 1.21719 -3.29378
N 0.36617 0.04816 -2.82786
C -3.27122 -2.81649 -2.81924
H -4.48440 0.09636 -4.06000
H -1.35191 -4.12567 -1.52767
H -1.44634 -3.12541 -0.07153
H 0.68043 -2.85412 -0.99341
H -0.72280 -2.59831 -3.45867
H 0.90001 -3.19710 -3.18820
H 1.82984 -2.00357 -5.02649
H 2.72919 0.15741 -5.85805
H 2.06093 2.27435 -4.69081
H 0.52973 2.10462 -2.76141
H -3.25646 -3.87882 -3.03570
Se 2.70768 -0.57782 -0.82659
C 3.07365 -2.03939 0.35907
C 3.53168 -1.81637 1.65717
C 3.74830 -2.88687 2.51828
C 3.51705 -4.19009 2.09160
C 3.10125 -4.41919 0.78781
C 2.88891 -3.34811 -0.07848
H 3.73051 -0.80372 1.98608
H 4.11245 -2.70195 3.52362
H 3.68251 -5.02185 2.76493
H 2.95483 -5.43320 0.43512
H 2.61742 -3.53497 -1.11192
N 1.53219 0.45083 3.77744
N 0.76820 -0.47228 3.10454
N 0.00368 -1.36578 3.68774
C -0.48120 -2.02628 2.63409
N 0.00277 -1.53702 1.48854
N 0.81797 -0.55748 1.82590
H 1.17718 0.55691 4.71684
H 1.59150 1.29951 3.21876
H -1.18217 -2.84214 2.71352
C -2.50635 4.19680 1.43878
C -1.49645 3.19488 1.96186
C -2.02392 2.54974 3.23151
O -1.37800 2.12926 0.97755
B -0.04664 1.90290 0.67866
O 0.77673 2.71612 1.43964
C -0.02955 3.74636 2.08321
C 0.46835 3.91607 3.50506
C 0.21281 5.02987 1.30806
H -3.47886 3.70984 1.34492
H -2.22471 4.58400 0.45949
H -2.61046 5.03863 2.13054
H -3.01252 2.13345 3.03227
H -2.11348 3.27491 4.04389
H -1.37560 1.73231 3.55933
H 0.34949 3.00437 4.09285
H -0.07526 4.71682 4.01369
H 1.52600 4.18757 3.48298
H -0.05682 4.91236 0.25705
H 1.27439 5.27616 1.35798
H -0.35615 5.86366 1.72501
*
```

***

# 4
DFT (ωB97M-V with the def2-TZVPD basis set) results for one molecule with the formula C4H7NO at a distorted geometry.

Geometry as ORCA input:
```
! wB97M-V def2-TZVPD RIJCOSX def2/J DEFGRID3
* xyz 0 1
C 2.04430 0.75388 -0.17760
C 0.56823 0.80617 -0.08171
N 0.04119 -0.04794 0.69472
C -0.90787 -0.82137 -0.08512
C -2.19471 -0.67070 0.62830
O -3.10976 -0.03472 0.16433
H 2.58238 1.64934 0.09918
H 2.22292 0.51025 -1.23632
H 2.34152 -0.11918 0.41093
H -0.01121 1.31775 -0.86985
H -1.00274 -0.49360 -1.13040
H -0.40391 -1.79828 -0.08254
H -2.17034 -1.05161 1.66607
*
```

As for the SMILES: C/C=N/CC=O.

***

LUMO for every record listed, in sequence, given in eV: 0.45 0.47 -3.18 0.82.